[1]
The following is a quantum chemistry calculation of a 2-piece molecular cluster, C7H20N6OP overall at a distorted geometry, from OMol25.

Properties
LUMO energy	-2.36	eV

ORCA input file:
```
! RIJCOSX wB97M-V def2-TZVPD def2/J DEFGRID3
* xyz 1 1
C 0.0624 -0.8764 1.7202
C 0.5590 1.6279 -1.2297
C 1.5332 -2.4050 2.8778
C -2.3125 0.1380 2.4491
C 1.5497 3.7892 -0.8823
C 0.8275 -0.1534 -3.0106
C -2.1519 -0.4594 -1.0636
N 0.6215 -1.0320 0.5312
N 0.4644 -1.4085 2.8945
N -1.0066 -0.0062 1.5108
N 1.2929 2.5942 -1.7208
N 0.3001 0.4311 -1.7796
N -0.0862 1.5851 -0.0769
O 0.1767 -2.9934 -1.3080
P -0.5325 -0.0237 -0.1716
H 2.5994 -2.0336 2.9427
H 1.4049 -3.1904 3.6602
H 1.5641 -2.9518 1.8769
H -2.2103 0.8593 3.2362
H -3.1318 0.5651 1.8614
H -2.4955 -0.8872 2.6918
H 1.7351 4.6808 -1.6144
H 0.7320 4.0848 -0.2459
H 2.4824 3.6016 -0.3898
H 0.0692 -0.7595 -3.4985
H 1.1027 0.7349 -3.6032
H 1.7185 -0.7679 -2.6955
H -1.7885 -0.8765 -2.0425
H -2.6184 -1.4268 -0.6917
H -2.9107 0.3697 -1.0867
H 0.1956 -0.9532 3.7179
H 0.6608 -2.6235 -0.5636
H 1.8037 2.7091 -2.6715
H 0.6241 -3.0456 -2.1575
H -0.0817 2.2012 0.6823
*
```

***

[2]
The following is a quantum chemistry calculation of one molecule with the formula C17H23NO4S, from OMol25.

Properties
LUMO energy	0.68	eV
SMILES	CCOC(=O)C1CCN(C(=O)c2ccc(SC)cc2OC)CC1

ORCA input file:
```
! RIJCOSX wB97M-V def2-TZVPD def2/J DEFGRID3
* xyz 0 1
C -2.7961 -3.2998 2.8175
C -3.8108 -2.6025 1.9316
H -4.4531 -3.3235 1.4142
H -4.4534 -1.9286 2.5087
O -3.1018 -1.8364 0.9543
C -3.8362 -1.0859 0.1325
O -5.0365 -1.0231 0.1754
C -2.9642 -0.3350 -0.8579
C -1.9588 0.5551 -0.1190
H -2.4848 1.3161 0.4596
H -1.3782 -0.0588 0.5721
C -1.0167 1.2355 -1.1158
N -0.3631 0.2497 -1.9415
C 0.9509 -0.0763 -1.8905
O 1.4105 -1.0152 -2.5173
C 1.8215 0.8602 -1.1069
C 2.0909 2.0871 -1.7213
C 2.9381 3.0129 -1.1625
C 3.5521 2.7286 0.0582
C 3.2981 1.5251 0.6822
C 2.4440 0.5752 0.1097
O 2.2920 -0.5328 0.8807
C 1.5629 -1.6463 0.4196
H 0.5093 -1.3988 0.2584
H 1.6377 -2.3871 1.2153
H 1.9822 -2.0536 -0.5027
H 3.7429 1.2598 1.6266
S 4.6199 3.9705 0.7117
C 5.3307 3.2005 2.1936
H 6.0420 3.9210 2.5851
H 5.8445 2.2837 1.9206
H 4.5524 3.0144 2.9278
H 3.1388 3.9513 -1.6540
H 1.6187 2.2985 -2.6697
C -1.2786 -0.5770 -2.6978
C -2.2166 -1.3291 -1.7557
H -1.6344 -2.0106 -1.1326
H -2.9275 -1.9168 -2.3378
H -1.8570 0.0633 -3.3731
H -0.6810 -1.2756 -3.2862
H -1.5926 1.9072 -1.7640
H -0.2686 1.8241 -0.5831
H -3.6262 0.2857 -1.4701
H -3.3126 -3.8919 3.5670
H -2.1648 -3.9534 2.2215
H -2.1665 -2.5674 3.3157
*
```

***

[3]
The following is a quantum chemistry calculation of one molecule with the formula CH6N4OS at a distorted geometry, from OMol25.

Properties
LUMO energy	0.61	eV
SMILES	N/N=C(\NO)NS

ORCA input file:
```
! RIJCOSX wB97M-V def2-TZVPD def2/J DEFGRID3
* xyz 0 1
C 0.1617 0.5151 0.4434
H -0.3278 0.4016 2.8648
H -0.0702 2.2901 3.0824
H -1.7752 0.0924 1.2199
H -1.3245 -1.3601 -1.1701
H 1.8338 0.6178 -0.7245
H -0.1410 -1.0081 -2.3633
N -0.4039 1.4606 2.3219
N 0.5293 1.4224 1.2357
N -0.9747 -0.2859 0.6010
N 0.8991 0.1860 -0.7940
O -1.6140 -0.3927 -0.6635
S 0.8374 -1.2790 -1.4884
*
```

***

[4]
The following is a quantum chemistry calculation of an isolated ion of composition C3H7N3 and charge +2 at a distorted geometry, from OMol25.

Properties
LUMO energy (alpha / beta)	-11.56 / -12.24	eV

ORCA input file:
```
! RIJCOSX wB97M-V def2-TZVPD def2/J DEFGRID3
* xyz 2 1
C 0.7892 -0.3614 0.0107
C -1.9966 -0.2242 0.3044
C 1.7910 0.5476 0.0736
N -0.8529 0.3154 0.1526
N 2.9553 -0.0151 -0.0026
N -3.1081 0.1234 -0.2113
H 0.8205 -1.1964 -0.5904
H -1.9133 -0.8358 1.2658
H 1.7288 1.6642 0.0849
H 3.0668 -1.0113 -0.0728
H 3.7382 0.5423 0.1227
H -4.0332 -0.1549 -0.0507
H -2.9857 0.6062 -1.0868
*
```

***

[5]
The following is a quantum chemistry calculation of a 12-piece molecular cluster, C26H76O12 overall at a distorted geometry, from OMol25.

Properties
LUMO energy	0.10	eV
SMILES	CC(C)O.CC(C)O.CC(C)O.CC(C)O.CC(C)O.CC(C)O.CC(C)O.CO.CO.CO.CO.CO

ORCA input file:
```
! RIJCOSX wB97M-V def2-TZVPD def2/J DEFGRID3
* xyz 0 1
C 5.0257 -0.5702 -0.8208
O 4.0450 -0.3124 -1.8025
H 5.9233 -1.0070 -1.2759
H 4.6886 -1.3060 -0.0754
H 5.5101 0.3548 -0.4481
H 4.4676 0.0057 -2.6378
C 2.8066 3.1000 -1.4067
O 3.6804 4.0071 -1.8606
H 2.5169 3.3014 -0.3815
H 3.2740 2.0788 -1.4403
H 1.9220 3.0183 -2.0508
H 4.2035 3.5763 -2.5486
C -1.7633 -2.2986 -1.8535
O -1.8720 -1.8251 -0.5932
H -2.2947 -1.6035 -2.5095
H -2.2522 -3.3137 -1.8981
H -0.7095 -2.4160 -2.1842
H -1.7978 -2.5577 0.0627
C -0.7620 5.2638 -2.6370
O -1.8458 4.7172 -3.3398
H -0.8673 5.3867 -1.5793
H -0.4592 6.2916 -2.9680
H 0.1267 4.5526 -2.6137
H -1.7316 3.7602 -3.2083
C -4.3652 0.2738 -1.3815
O -3.5665 1.4179 -1.6920
H -3.9984 -0.4417 -2.0494
H -5.4092 0.4793 -1.5991
H -4.2897 -0.0907 -0.3984
H -2.6493 1.2324 -1.5958
C -1.6181 1.5761 -5.1407
C -1.0822 1.0553 -3.7798
C 0.0348 0.0655 -3.9790
O -0.7598 2.0061 -3.0223
H -0.7362 1.7075 -5.7317
H -2.3097 2.4532 -5.0901
H -2.1775 0.8913 -5.6896
H -1.8854 0.5344 -3.3357
H 0.9023 0.6177 -4.4116
H -0.1728 -0.7649 -4.5938
H 0.3192 -0.3471 -2.9816
H -0.5327 1.7590 -2.0990
C -2.8750 1.0209 3.7774
C -3.9055 -0.0147 3.3636
C -3.5872 -0.6907 2.0253
O -3.9398 -1.0326 4.1014
H -2.0426 0.5162 4.2591
H -3.1793 1.7848 4.5424
H -2.4946 1.5687 2.9030
H -4.8449 0.5373 3.1953
H -3.2828 0.0377 1.3032
H -4.4494 -1.2183 1.6057
H -2.7536 -1.3799 2.1362
H -4.7167 -1.5268 3.8337
C 4.2313 -2.0409 2.6151
C 4.4933 -3.4191 2.0544
C 5.5855 -4.1398 2.8556
O 3.5910 -4.2138 1.8380
H 5.0888 -1.3839 2.5405
H 3.8751 -2.0356 3.6807
H 3.4276 -1.5038 2.0861
H 4.8560 -3.2461 1.0873
H 6.5460 -3.6038 2.9538
H 5.9281 -4.9821 2.2693
H 5.3742 -4.4280 3.8544
H 3.3132 -4.6006 2.6778
C 1.6334 -3.3010 -0.2293
C 2.6696 -3.2646 -1.3294
C 3.1398 -4.6687 -1.5973
O 2.3689 -2.6067 -2.3291
H 0.5734 -3.2832 -0.5044
H 1.8930 -2.4913 0.4665
H 1.7750 -4.1947 0.3747
H 3.4960 -2.8210 -0.7301
H 4.0641 -4.5655 -2.1772
H 2.3993 -5.2428 -2.0429
H 3.5322 -5.1590 -0.7485
H 2.6303 -1.7313 -2.0620
C 0.4198 -0.5222 3.3794
C -0.2490 -1.8481 3.5447
C 0.7739 -2.9746 3.6817
O -1.0465 -1.8466 4.4996
H 1.1106 -0.5225 2.4660
H 1.0455 -0.2323 4.2014
H -0.3206 0.2910 3.3772
H -0.7771 -2.1850 2.6717
H 1.6070 -2.7514 4.3814
H 1.2126 -3.3103 2.7698
H 0.2889 -3.8474 4.1688
H -1.8579 -1.3656 4.3228
C -4.3752 2.8020 0.9409
C -4.3069 3.9777 0.0242
C -2.9407 4.7228 0.0097
O -4.6158 3.7390 -1.1273
H -5.1636 2.0979 0.7484
H -4.2216 3.0673 1.9887
H -3.5256 2.1912 0.7210
H -4.9854 4.6765 0.5133
H -2.7199 4.8901 1.0330
H -2.9993 5.7371 -0.3955
H -2.1180 4.1705 -0.4711
H -4.3262 2.8421 -1.2349
C 1.1016 0.1715 -0.4858
C -0.1268 0.8550 0.1258
C -0.0929 2.3737 0.4266
O -1.1569 0.7298 -0.6398
H 1.8457 -0.0856 0.2865
H 1.6766 0.8863 -1.0719
H 0.9266 -0.7359 -1.0140
H -0.3844 0.4176 1.0507
H 0.8230 2.7049 0.9546
H -0.9632 2.7250 0.9783
H -0.0305 2.9793 -0.4568
H -1.4803 -0.1259 -0.3774
*
```

***

Sequential ΔE to the lowest compared entry with this formula, charge and spin output: 0.0 0.1 65.8 102.5 222.5 kcal per mole